Entry from OMol25: one molecule with the formula C3H4N2OS2 in a non-equilibrium geometry (ωB97M-V/def2-TZVPD).

- max |F| (eV Å⁻¹) = 1.60
- Kohn-Sham gap (Ha) = 0.327
- SMILES = C=NNC(=S)C(=O)S
- total charge = 0
- energy relative to the best compared isomer or geometry (same formula, charge and spin) (eV) = 2.098

Each atom is followed by the atoms it is bonded to, with distances in Å.
CARTESIAN COORDINATES (ANGSTROEM)
1 C -0.017 1.094 -0.769  C2 1.529, O10 1.203, S11 1.742
2 C -1.096 0.365 0.032  C1 1.529, N8 1.316, S12 1.624
3 C 1.599 -0.824 1.054  H6 1.088, H7 1.088, N9 1.260
4 H -1.306 0.308 -2.557  S11 1.354
5 H -1.258 -1.258 1.226  N8 1.004
6 H 1.495 0.116 1.591  C3 1.088
7 H 2.524 -1.360 0.852  C3 1.088
8 N -0.631 -0.647 0.734  C2 1.316, H5 1.004, N9 1.431
9 N 0.596 -1.346 0.497  C3 1.260, N8 1.431
10 O 0.858 1.717 -0.226  C1 1.203
11 S -0.124 0.967 -2.503  C1 1.742, H4 1.354
12 S -2.639 0.869 0.068  C2 1.624

In the Löwdin picture, each atom carries the following charge in e: -0.85 -0.90 0.01 -0.11 0.13 0.09 0.09 -0.03 0.01 0.01 0.86 0.68